Entry 1:
12
Properties=species:S:1:pos:R:3 method="wB97M-V/def2-TZVPD" de_lowest_kcal_mol=12.06 smiles=CSC.O gap_ev=9.65 lumo_ev=0.871
S -0.014 0.750 -1.000
O 2.636 -1.997 0.525
C 0.095 0.817 0.813
C -1.811 0.275 -1.073
H 1.828 -1.627 0.196
H 1.076 1.217 1.083
H -1.981 -0.285 -0.158
H -2.248 1.262 -0.951
H -0.185 -0.009 1.466
H -2.162 -0.250 -1.951
H -0.539 1.634 1.186
H 3.304 -1.787 -0.136



Entry 2:
13
Properties=species:S:1:pos:R:3 method="wB97M-V/def2-TZVPD" de_lowest_kcal_mol=21.54 smiles=CSSC.O gap_ev=8.39 lumo_ev=0.555
S 2.016 -0.498 -0.444
S -0.091 -0.446 -0.474
O -2.480 1.507 -0.193
C -0.458 -2.123 0.041
C 2.166 1.271 0.193
H -0.902 -2.767 -0.733
H 0.324 -2.741 0.493
H 1.328 1.813 -0.245
H -3.187 1.419 0.448
H -1.222 -2.054 0.817
H 2.234 1.520 1.248
H 3.171 1.583 -0.102
H -2.900 1.518 -1.048



Entry 3:
13
Properties=species:S:1:pos:R:3 method="wB97M-V/def2-TZVPD" de_lowest_kcal_mol=43.40 smiles=CCSS.O gap_ev=9.37 lumo_ev=0.589
S -0.509 0.019 -2.093
S -0.175 0.278 -0.108
O 1.160 -4.569 3.554
C 0.647 1.840 -0.014
C -0.588 2.861 0.254
H -1.470 2.822 -0.482
H -0.996 2.939 1.198
H 0.584 -4.037 3.951
H 1.235 2.017 -0.945
H 0.434 -5.011 3.191
H 1.264 1.960 1.020
H 0.461 -0.840 -2.502
H -0.198 3.753 -0.086



Entry 4:
13
Properties=species:S:1:pos:R:3 method="wB97M-V/def2-TZVPD" de_lowest_kcal_mol=13.42 smiles=C[Si](C)(O)S gap_ev=10.27 lumo_ev=0.622
S -2.057 -0.817 0.376
Si -0.141 0.089 -0.031
O -0.491 1.714 -0.980
C 0.741 0.532 1.530
C 0.644 -1.087 -1.337
H 0.085 -1.887 -1.542
H 1.507 1.221 1.389
H 1.270 -0.268 1.916
H 0.153 0.836 2.455
H 1.568 -1.492 -1.002
H 0.760 -0.603 -2.296
H -2.745 0.171 1.044
H -1.294 1.592 -1.522



Entry 5:
12
Properties=species:S:1:pos:R:3 method="wB97M-V/def2-TZVPD" de_lowest_kcal_mol=23.17 spin_multiplicity=2 gap_ev="2.43 / 9.03" lumo_ev="3.247 / 3.437" charge=-1
S 3.055 0.067 0.581
S -1.992 0.082 -1.334
C -1.586 0.135 1.431
C -1.198 -0.583 0.162
H -1.247 -1.670 0.224
H -1.282 1.184 1.432
H 2.625 0.569 -0.624
H 4.332 0.397 0.315
H -1.119 -0.301 2.308
H -0.134 -0.388 -0.015
H -0.870 0.076 -2.073
H -2.670 0.161 1.548



Entry 6:
12
Properties=species:S:1:pos:R:3 method="wB97M-V/def2-TZVPD" de_lowest_kcal_mol=34.61 spin_multiplicity=2 gap_ev="1.91 / 8.41" lumo_ev="2.986 / 2.965" charge=-1
S 4.463 -0.529 3.287
S -2.310 -0.106 -0.250
C -2.220 -0.270 -2.098
C -0.816 0.830 0.198
H -3.278 -0.192 -2.352
H -1.966 -1.314 -2.265
H -1.030 1.902 0.222
H 0.080 0.616 -0.375
H 5.639 -0.638 2.616
H -1.655 0.437 -2.679
H 3.770 -1.370 2.437
H -0.677 0.634 1.261



Entry 7:
12
Properties=species:S:1:pos:R:3 method="wB97M-V/def2-TZVPD" de_lowest_kcal_mol=12.25 smiles=CCS.S gap_ev=9.76 lumo_ev=0.726
S -1.193 2.269 3.216
S 0.460 -2.127 -2.382
C 0.469 -1.011 -0.987
C 1.065 0.374 -1.171
H -0.351 1.343 3.686
H -0.472 3.372 3.047
H 0.931 0.866 -2.139
H 0.931 -1.468 -0.124
H 2.160 0.358 -1.188
H 0.679 1.024 -0.386
H -0.329 -1.355 -3.140
H -0.521 -0.879 -0.596



Entry 8:
12
Properties=species:S:1:pos:R:3 method="wB97M-V/def2-TZVPD" de_lowest_kcal_mol=28.04 smiles=CCS.S gap_ev=9.47 lumo_ev=0.460
S 3.501 -0.170 0.781
S -5.147 -1.209 -1.911
C 0.936 0.318 -0.290
C 1.793 0.559 0.970
H 4.152 0.612 1.670
H 1.368 1.020 -0.997
H -4.115 -1.497 -1.033
H -0.079 0.720 -0.122
H 1.307 0.061 1.816
H -6.473 -1.270 -1.603
H 0.884 -0.708 -0.661
H 1.871 1.563 1.379



Entry 9:
12
Properties=species:S:1:pos:R:3 method="wB97M-V/def2-TZVPD" de_lowest_kcal_mol=12.96 smiles=CC.SS gap_ev=8.80 lumo_ev=0.188
S 2.397 -0.523 0.476
S 2.627 1.120 1.772
C -1.100 -0.905 -0.528
C -1.477 0.565 -0.609
H -2.439 0.709 -1.109
H -1.657 -1.494 -1.255
H -0.055 -1.022 -0.664
H -1.574 1.145 0.308
H -1.296 -1.405 0.425
H -0.767 1.118 -1.171
H 2.647 0.427 2.916
H 2.695 0.267 -0.564



Entry 10:
12
Properties=species:S:1:pos:R:3 method="wB97M-V/def2-TZVPD" de_lowest_kcal_mol=7.79 smiles=CCS.S gap_ev=9.82 lumo_ev=0.811
S 3.106 -0.192 -0.216
S -1.106 1.783 -0.866
C -1.305 -0.012 -0.589
C -0.757 -0.472 0.772
H 0.060 1.854 -1.528
H -0.862 -0.556 -1.411
H 0.195 0.027 0.953
H -1.420 -0.239 1.603
H -0.626 -1.556 0.736
H 2.022 -0.848 0.052
H -2.394 -0.076 -0.546
H 3.087 0.287 1.039



| no. | M (g/mol) |
| --- | --- |
| 1 | 80.2 |
| 2 | 112.2 |
| 3 | 112.2 |
| 4 | 108.2 |
| 5 | 96.2 |
| 6 | 96.2 |
| 7 | 96.2 |
| 8 | 96.2 |
| 9 | 96.2 |
| 10 | 96.2 |